Record 1
Density functional theory data (wB97M-V/def2-TZVPD) for a gas-phase ion, C7H10NOS (charge +1) at a distorted geometry.

* charge: +1
* energy relative to the best compared isomer or geometry (same formula, charge and spin): 332.0 kJ/mol
* gap between HOMO and LUMO: 0.328 Eh
* 2S+1: 1
* electronic energy: -21783.0181 eV

Positions of all 20 atoms, in Å:
1 C 1.212 -1.107 0.555
2 H -2.686 1.698 -1.173
3 N -2.271 -1.490 -0.479
4 H 0.792 -1.968 0.963
5 C 2.589 -1.068 0.477
6 H -3.616 1.001 0.823
7 C -2.847 0.327 1.343
8 C 2.387 0.952 -0.858
9 H 0.429 1.575 -1.241
10 H 2.888 1.761 -1.369
11 H -2.345 0.832 2.140
12 S -1.740 -0.130 -0.108
13 C 1.036 0.848 -0.693
14 O -1.893 1.126 -1.187
15 H -3.176 -0.594 1.735
16 C 3.173 -0.030 -0.237
17 H -1.753 -1.740 -1.335
18 H 4.193 -0.118 -0.423
19 H 3.170 -1.737 1.021
20 C 0.460 -0.137 0.045



Record 2
Density functional theory data (wB97M-V/def2-TZVPD) for a gas-phase ion, C7H10NS (charge +1) at a distorted geometry.

* charge: +1
* energy relative to the best compared isomer or geometry (same formula, charge and spin): 16.4 kJ/mol
* gap between HOMO and LUMO: 0.290 Eh
* 2S+1: 1
* electronic energy: -19737.6735 eV

Positions of all 19 atoms, in Å:
1 H 2.897 -1.006 0.661
2 C 0.661 0.468 0.036
3 H -2.888 -1.569 -0.201
4 H 2.238 0.933 1.308
5 C 2.208 -1.441 -0.060
6 S -0.451 -2.095 -0.202
7 H 2.881 -1.140 -0.864
8 C -2.958 1.022 -0.040
9 C -1.833 -1.073 -0.217
10 H 1.697 2.191 0.143
11 H -3.829 0.298 0.015
12 H -3.039 1.721 0.696
13 C 1.896 1.214 0.308
14 C 0.851 -0.953 -0.150
15 C -1.652 0.378 -0.069
16 H -3.096 1.613 -0.975
17 N -0.527 1.169 0.035
18 H 2.207 -2.552 -0.112
19 H 2.737 0.824 -0.311



Record 3
Density functional theory data (wB97M-V/def2-TZVPD) for a gas-phase ion, C7H10NS (charge +1) at a distorted geometry.

* charge: +1
* energy relative to the best compared isomer or geometry (same formula, charge and spin): 14.6 kJ/mol
* gap between HOMO and LUMO (alpha / beta): 0.253 / 0.249 Eh
* 2S+1: 3
* electronic energy: -19734.1885 eV

Positions of all 19 atoms, in Å:
1 H 2.207 0.344 -0.181
2 H -2.873 2.230 1.182
3 C -2.100 2.195 0.359
4 H -1.155 2.103 0.802
5 C 2.924 -2.188 0.038
6 C 0.192 0.449 -0.314
7 C -2.218 0.953 -0.454
8 H 3.259 -3.210 0.354
9 S 0.332 -2.637 0.784
10 H -2.360 3.191 -0.077
11 N -1.617 -1.043 0.467
12 H 3.072 -1.987 -1.033
13 C 1.547 -1.665 0.336
14 H 0.226 1.581 -0.593
15 C 1.323 -0.247 -0.034
16 H 3.700 -1.561 0.377
17 H -3.184 0.438 -0.294
18 H -2.125 1.112 -1.592
19 C -1.150 -0.059 -0.128



Record 4
Density functional theory data (wB97M-V/def2-TZVPD) for a gas-phase ion, C7H10NSe (charge +1) at a distorted geometry.

* charge: +1
* energy relative to the best compared isomer or geometry (same formula, charge and spin): 0.0 kJ/mol
* gap between HOMO and LUMO: 0.297 Eh
* 2S+1: 1
* electronic energy: -74249.2115 eV

Positions of all 19 atoms, in Å:
1 H 3.054 -0.790 -2.323
2 C 0.479 0.454 1.251
3 H -1.051 3.429 1.182
4 Se 1.856 -0.190 -1.660
5 C 0.210 1.715 1.552
6 C 0.085 -1.713 0.225
7 C -1.268 0.240 -0.188
8 H 0.986 -1.896 0.898
9 H -0.703 -2.483 0.286
10 C -1.596 1.567 -0.051
11 H 1.160 -2.700 -1.445
12 H 1.219 -0.151 1.799
13 H -1.966 -0.336 -0.822
14 H -0.356 -1.777 -1.947
15 H 0.710 2.360 2.159
16 C 0.576 -1.735 -1.412
17 N -0.303 -0.318 0.478
18 C -0.857 2.341 0.920
19 H -2.234 1.982 -0.902



Record 5
Density functional theory data (wB97M-V/def2-TZVPD) for 2 unconnected molecules or ions with the total composition C7H10O at a distorted geometry.

* charge: 0
* energy relative to the best compared isomer or geometry (same formula, charge and spin): 53.8 kJ/mol
* gap between HOMO and LUMO: 0.358 Eh
* 2S+1: 1
* electronic energy: -9468.0033 eV

Positions of all 18 atoms, in Å:
1 H -4.204 -2.793 -1.716
2 C -0.219 0.845 1.731
3 C 1.006 2.210 0.210
4 C 0.383 -0.261 1.180
5 H -4.025 -1.357 -1.461
6 H -0.413 2.973 1.639
7 C 1.426 1.047 -0.520
8 H 1.545 -1.318 -1.844
9 C 1.648 -1.371 -0.761
10 H 0.014 -1.218 1.543
11 C 1.205 -0.199 0.050
12 H -0.852 0.696 2.592
13 H 1.801 1.340 -1.489
14 O -4.682 -2.073 -1.347
15 C 0.112 2.123 1.226
16 H 2.713 -1.562 -0.593
17 H 1.091 -2.260 -0.440
18 H 1.450 3.179 -0.001



Record 6
Density functional theory data (wB97M-V/def2-TZVPD) for a single C7H10O molecule at a distorted geometry.

* charge: 0
* energy relative to the best compared isomer or geometry (same formula, charge and spin): 459.7 kJ/mol
* gap between HOMO and LUMO (alpha / beta): 0.282 / 0.294 Eh
* 2S+1: 1
* electronic energy: -9463.7964 eV

Positions of all 18 atoms, in Å:
1 H -1.166 -2.019 -0.322
2 H 1.346 -1.922 0.403
3 H 0.864 -0.953 -0.982
4 C -0.257 0.854 0.860
5 C 1.095 0.224 0.750
6 H 1.454 0.140 1.763
7 H -0.844 -1.688 1.381
8 H -0.206 1.064 -3.090
9 H 1.843 0.878 0.227
10 H -1.226 2.491 0.813
11 H -2.210 0.397 0.714
12 C -0.052 0.836 -2.022
13 C 0.797 -1.072 0.112
14 H 1.005 1.068 -1.648
15 C -1.364 0.128 0.235
16 C -0.998 0.625 -1.168
17 C -0.738 -1.309 0.356
18 O -0.291 2.239 1.057



Record 7
Density functional theory data (wB97M-V/def2-TZVPD) for 2 unconnected molecules or ions with the total composition C7H10O at a distorted geometry.

* charge: 0
* energy relative to the best compared isomer or geometry (same formula, charge and spin): 671.0 kJ/mol
* gap between HOMO and LUMO (alpha / beta): 0.280 / 0.281 Eh
* 2S+1: 1
* electronic energy: -9461.6057 eV

Positions of all 18 atoms, in Å:
1 C 1.727 -1.514 -0.510
2 H -0.791 -0.833 0.672
3 H 0.373 0.899 2.272
4 C -0.821 -0.213 -2.140
5 H 1.228 -0.340 1.529
6 H -1.150 2.048 0.971
7 O -2.033 -0.190 -2.282
8 H 1.498 1.289 0.928
9 H 2.962 -3.251 0.119
10 C -0.035 0.254 -0.992
11 H -2.229 1.247 -0.266
12 C 2.319 -2.409 0.015
13 C -1.672 1.159 0.656
14 H 0.799 0.854 -1.237
15 H -2.262 0.692 1.506
16 C -0.485 0.175 0.446
17 H -0.124 -0.395 -3.029
18 C 0.697 0.529 1.343



Record 8
Density functional theory data (wB97M-V/def2-TZVPD) for a single C7H10O molecule at a distorted geometry.

* charge: 0
* energy relative to the best compared isomer or geometry (same formula, charge and spin): 371.8 kJ/mol
* gap between HOMO and LUMO: 0.367 Eh
* 2S+1: 1
* electronic energy: -9464.7066 eV

Positions of all 18 atoms, in Å:
1 H -0.278 -1.625 -1.863
2 H -2.227 -0.811 -0.758
3 C -0.048 -0.375 0.561
4 C 0.998 1.298 -0.383
5 C -0.006 -0.991 1.874
6 C 0.933 -0.207 -0.689
7 H 0.635 -1.915 2.102
8 H 0.418 -0.212 2.570
9 C -0.288 1.161 0.455
10 H 1.792 1.616 0.345
11 C -1.253 -0.288 -0.732
12 H -0.696 1.892 1.279
13 H -1.037 -1.299 2.212
14 H 1.073 1.972 -1.295
15 H -0.342 -0.117 -2.794
16 O -1.455 1.087 -0.444
17 H 1.940 -0.601 -0.725
18 C -0.160 -0.586 -1.714



Record 9
Density functional theory data (wB97M-V/def2-TZVPD) for a single C7H10O molecule at a distorted geometry.

* charge: 0
* energy relative to the best compared isomer or geometry (same formula, charge and spin): 613.4 kJ/mol
* gap between HOMO and LUMO: 0.195 Eh
* 2S+1: 1
* electronic energy: -9462.2032 eV

Positions of all 18 atoms, in Å:
1 H -0.251 -1.333 -1.730
2 H -0.394 -0.361 1.871
3 H 1.783 0.269 -1.672
4 H 1.486 -0.265 2.081
5 O -2.227 -0.188 0.825
6 C -0.609 1.328 -0.328
7 H 1.462 1.956 0.657
8 C 1.462 0.110 -0.527
9 C -0.473 -1.168 -0.671
10 C 0.960 -1.018 0.191
11 C -1.516 0.029 -0.249
12 C 0.632 -0.192 1.398
13 H -1.114 2.090 0.165
14 H -0.977 -2.045 -0.191
15 H 1.470 -1.997 0.335
16 C 0.803 1.022 0.429
17 H -0.453 1.715 -1.352
18 H -2.043 0.050 -1.231



Record 10
Density functional theory data (wB97M-V/def2-TZVPD) for a single C7H10O2 molecule at a distorted geometry.

* charge: 0
* energy relative to the best compared isomer or geometry (same formula, charge and spin): 199.8 kJ/mol
* gap between HOMO and LUMO: 0.393 Eh
* 2S+1: 1
* electronic energy: -11513.7859 eV

Positions of all 19 atoms, in Å:
1 C 1.211 -0.345 1.336
2 C 1.120 -1.153 -1.040
3 C 0.200 1.139 -0.436
4 H 0.874 0.426 2.036
5 H 0.110 1.213 -1.523
6 H 0.697 -0.992 -2.036
7 O -1.365 -1.390 1.335
8 H 1.017 -2.219 -0.808
9 C -2.129 2.255 0.458
10 H 2.186 -0.910 -1.097
11 H 0.953 1.827 -0.042
12 O -1.701 -1.149 -0.876
13 H -1.797 -0.476 -1.569
14 H 1.097 -1.310 1.838
15 H 2.280 -0.185 1.151
16 C 0.410 -0.302 0.022
17 C -1.037 -0.849 0.281
18 C -1.203 1.557 0.138
19 H -2.922 2.865 0.830



Record 11
Density functional theory data (wB97M-V/def2-TZVPD) for a single C7H10O2 molecule at a distorted geometry.

* charge: 0
* energy relative to the best compared isomer or geometry (same formula, charge and spin): 514.3 kJ/mol
* gap between HOMO and LUMO (alpha / beta): 0.302 / 0.272 Eh
* 2S+1: 1
* electronic energy: -11510.5265 eV

Positions of all 19 atoms, in Å:
1 H -2.908 -0.891 -1.865
2 H 1.134 -1.674 0.754
3 O 1.774 0.856 -1.309
4 C 0.188 2.496 0.729
5 H -0.620 2.938 1.204
6 C -1.184 -0.567 1.039
7 H -2.492 -2.328 -0.990
8 H 2.485 -0.637 1.076
9 C 1.777 -0.913 0.328
10 C -2.115 -1.357 -1.369
11 C -1.505 -0.690 -0.218
12 H 1.906 1.764 -1.127
13 H 2.281 -1.352 -0.550
14 C 1.165 0.351 -0.159
15 H 0.980 3.232 0.312
16 O -0.385 0.422 1.635
17 H -1.380 -1.619 -2.063
18 C 0.355 1.143 0.694
19 H -1.456 -1.175 1.877



Record 12
Density functional theory data (wB97M-V/def2-TZVPD) for a molecular structure, C7H10O2 at a distorted geometry.

* charge: 0
* energy relative to the best compared isomer or geometry (same formula, charge and spin): 481.2 kJ/mol
* gap between HOMO and LUMO: 0.374 Eh
* 2S+1: 1
* electronic energy: -11510.8694 eV

Positions of all 19 atoms, in Å:
1 C -0.971 0.196 -0.553
2 H -1.862 0.715 2.241
3 C 0.833 0.007 0.843
4 H -0.067 -1.295 2.541
5 H -1.628 0.429 -1.505
6 H -0.504 -1.748 -1.287
7 O -1.768 -0.236 0.554
8 O 1.044 -0.988 -0.222
9 C -1.001 0.573 1.500
10 H -0.176 0.160 -3.036
11 H 0.414 2.073 0.458
12 C 0.046 -0.267 2.210
13 H 0.779 0.528 2.844
14 C -0.030 -0.810 -1.060
15 C -0.181 1.140 0.428
16 H 1.151 -1.126 -2.579
17 C 0.680 -0.215 -2.291
18 H 1.283 0.692 -2.201
19 H 1.959 0.172 1.118